P | Entry from the Open Molecules 2025 dataset: one molecule with the formula C3H6N2S3 (ωB97M-V with the def2-TZVPD basis set).

- SMILES string: CSC(=S)NC(N)=S
- Total charge: 0

CARTESIAN COORDINATES (ANGSTROEM)
1 C -1.017 -2.746 0.545
2 S -1.647 -1.108 -0.050
3 C -0.086 -0.315 -0.117
4 S 1.366 -1.068 -0.441
5 N -0.352 1.085 -0.144
6 C 0.370 2.156 -0.391
7 N 1.682 1.984 -0.571
8 S -0.641 3.621 -0.332
9 H -0.883 -2.888 1.799
10 H -2.042 -3.208 0.401
11 H -0.171 -3.066 -0.212
12 H -1.380 1.296 -0.153
13 H 2.494 1.320 -0.267
14 H 2.307 2.937 -0.065


Q | Entry from the Open Molecules 2025 dataset: one molecule with the formula C3H6N2S3 (ωB97M-V with the def2-TZVPD basis set).

- SMILES string: [S-][N+]1=CCN(S)[C@@H]1S
- Total charge: 0

CARTESIAN COORDINATES (ANGSTROEM)
1 S -1.157 1.031 -2.511
2 N -0.306 0.446 -1.224
3 C 0.988 0.258 -1.164
4 C 1.512 -0.126 0.157
5 N 0.269 -0.269 0.885
6 S 0.254 0.210 2.485
7 C -0.873 0.145 0.083
8 S -2.049 -1.261 -0.082
9 H 1.546 0.463 -1.949
10 H 2.264 -0.977 0.274
11 H 2.028 0.741 0.623
12 H -0.161 -0.969 2.839
13 H -1.401 1.012 0.650
14 H -2.915 -0.703 -1.066


So which one wins? Going from most stable to least: Q, P.


P | Entry from the Open Molecules 2025 dataset: one molecule with the formula C3H6N2S3 (ωB97M-V with the def2-TZVPD basis set).

- SMILES string: C[C@H]1SN/C(=N/S)S1
- Total charge: 0

CARTESIAN COORDINATES (ANGSTROEM)
1 C 1.753 0.642 1.570
2 C 1.448 -0.178 0.238
3 S 0.771 -1.572 0.599
4 N -0.982 -1.190 0.158
5 C -1.076 -0.254 -0.812
6 N -2.090 0.092 -1.522
7 S -2.581 1.277 -2.590
8 S 0.347 0.796 -0.938
9 H 2.008 1.756 1.589
10 H 2.544 0.067 2.124
11 H 0.861 0.452 2.449
12 H 2.299 -0.300 -0.342
13 H -1.396 -2.169 0.077
14 H -3.905 0.580 -2.600


Q | Entry from the Open Molecules 2025 dataset: one molecule with the formula C3H6N2S3 (ωB97M-V with the def2-TZVPD basis set).

- SMILES string: [H]/N=C(\N)SC(=S)CS
- Total charge: 0

CARTESIAN COORDINATES (ANGSTROEM)
1 H 3.908 -0.454 -0.147
2 N 2.997 -1.076 0.105
3 C 1.916 -0.345 -0.125
4 N 2.039 0.915 -0.768
5 S 0.346 -1.218 -0.128
6 C -0.841 -0.043 0.299
7 S -0.693 1.628 0.201
8 C -2.209 -0.677 0.670
9 S -3.341 -0.510 -0.651
10 H 2.997 1.162 -0.849
11 H 1.291 1.674 -0.641
12 H -2.000 -1.721 0.859
13 H -2.626 -0.117 1.630
14 H -3.782 0.782 -0.452


So which one wins? Going from most stable to least: Q, P.


P | Entry from the Open Molecules 2025 dataset: a 19-piece molecular cluster, H38O19 overall (ωB97M-V with the def2-TZVPD basis set).

- Total charge: 0

CARTESIAN COORDINATES (ANGSTROEM)
1 O 3.548 2.248 0.007
2 H 3.582 2.642 0.878
3 H 3.342 3.036 -0.587
4 O -3.287 -3.651 2.112
5 H -2.425 -3.626 2.647
6 H -2.780 -3.755 1.332
7 O 2.288 -0.723 -3.853
8 H 3.018 -0.681 -3.230
9 H 2.343 -1.874 -4.157
10 O 1.393 0.547 3.842
11 H 0.485 0.122 3.687
12 H 1.670 0.656 4.815
13 O 1.573 -1.469 1.008
14 H 1.850 -0.663 0.399
15 H 2.358 -1.430 1.701
16 O -1.308 3.426 -1.235
17 H -0.798 3.296 -2.005
18 H -1.441 2.501 -1.068
19 O -1.030 3.289 1.668
20 H -1.965 3.493 1.465
21 H -0.616 3.027 0.936
22 O 3.931 -2.921 0.825
23 H 3.511 -3.461 1.376
24 H 3.388 -2.466 0.213
25 O -1.718 1.723 3.775
26 H -1.151 2.246 3.177
27 H -1.930 2.181 4.494
28 O -0.232 -4.066 -1.059
29 H -1.043 -3.653 -0.856
30 H -0.041 -4.015 -1.899
31 O 0.261 -2.633 -3.894
32 H -0.414 -3.347 -3.979
33 H -0.286 -1.978 -4.051
34 O 1.938 3.813 1.086
35 H 1.262 3.544 1.701
36 H 1.561 4.019 0.348
37 O -1.619 0.616 -1.987
38 H -1.903 0.608 -2.899
39 H -2.343 0.873 -1.408
40 O 1.282 0.733 -1.048
41 H 1.807 1.396 -1.511
42 H 1.383 -0.059 -1.524
43 O -0.449 -1.466 -0.620
44 H -0.937 -0.735 -0.983
45 H 0.385 -1.346 -0.441
46 O -4.455 -0.918 -0.349
47 H -4.041 -1.456 0.349
48 H -5.091 -0.466 0.066
49 O -1.216 -1.381 2.594
50 H -1.378 -1.686 1.778
51 H -1.527 -0.560 2.867
52 O -4.070 1.796 -0.878
53 H -4.531 1.281 -1.510
54 H -4.685 2.581 -0.669
55 O 4.007 -0.002 -1.378
56 H 3.549 0.493 -0.748
57 H 4.993 0.300 -1.323


Q | Entry from the Open Molecules 2025 dataset: a 19-piece molecular cluster, H38O19 overall (ωB97M-V with the def2-TZVPD basis set).

- Total charge: 0

CARTESIAN COORDINATES (ANGSTROEM)
1 O -0.721 -3.384 2.525
2 H -1.471 -3.895 1.855
3 H -0.715 -2.509 2.249
4 O -2.340 1.407 3.979
5 H -3.034 0.767 4.187
6 H -2.604 1.649 2.990
7 O -1.490 1.207 -4.036
8 H -0.969 0.777 -3.449
9 H -0.991 1.747 -4.634
10 O 3.737 -0.340 -1.169
11 H 2.840 -0.403 -1.053
12 H 4.198 -0.983 -0.607
13 O -0.740 3.295 0.584
14 H -1.390 2.743 0.098
15 H -0.349 2.526 1.028
16 O 2.291 2.518 1.779
17 H 1.973 3.283 2.446
18 H 1.527 1.924 1.599
19 O -2.713 1.680 0.268
20 H -3.353 1.769 -0.491
21 H -2.001 1.110 -0.139
22 O -0.087 0.307 4.341
23 H -0.617 0.120 5.192
24 H -0.688 0.838 3.768
25 O 0.960 -0.352 1.255
26 H 0.912 -1.067 0.771
27 H 0.521 -0.264 2.034
28 O 1.532 -1.817 -0.782
29 H 1.632 -2.825 -0.514
30 H 2.204 -1.956 -1.678
31 O 1.626 0.887 -0.770
32 H 2.033 0.862 0.138
33 H 1.581 1.890 -0.573
34 O 3.021 1.289 -3.192
35 H 3.793 1.493 -2.566
36 H 2.354 1.525 -2.475
37 O -4.496 -1.057 0.024
38 H -4.868 -1.249 -0.912
39 H -3.938 -0.328 -0.240
40 O 0.820 -4.658 0.333
41 H 0.140 -4.736 0.983
42 H 0.736 -5.172 -0.374
43 O -1.512 -0.184 -1.569
44 H -2.142 -0.815 -1.529
45 H -0.639 -0.451 -1.223
46 O 3.518 -2.822 0.427
47 H 3.378 -3.634 0.791
48 H 3.927 -2.063 0.899
49 O -3.652 1.050 -2.675
50 H -3.782 1.798 -2.200
51 H -2.822 1.070 -3.036
52 O -0.826 -2.332 -0.043
53 H -0.027 -2.053 -0.612
54 H -1.719 -1.982 -0.206
55 O 1.391 3.490 -1.359
56 H 0.643 2.983 -1.290
57 H 1.178 4.044 -0.595


So which one wins? Going from most stable to least: P, Q.


P | Entry from the Open Molecules 2025 dataset: a 19-piece molecular cluster, H38O19 overall (ωB97M-V with the def2-TZVPD basis set).

- Total charge: 0

CARTESIAN COORDINATES (ANGSTROEM)
1 O -3.872 0.200 0.008
2 H -2.963 0.135 -0.328
3 H -4.074 -0.746 -0.031
4 O -1.853 4.390 -1.267
5 H -1.205 4.179 -1.938
6 H -2.393 3.620 -1.081
7 O -1.480 -2.259 -2.737
8 H -0.950 -1.798 -2.051
9 H -2.362 -1.861 -2.735
10 O -0.377 -0.994 -4.735
11 H -0.446 -1.177 -3.789
12 H -0.768 -1.748 -5.174
13 O 2.117 2.770 -1.195
14 H 2.950 3.147 -1.480
15 H 2.051 1.894 -1.579
16 O 0.218 -0.753 4.091
17 H 0.060 -1.689 4.007
18 H -0.245 -0.505 4.897
19 O 0.911 0.239 1.038
20 H 0.478 0.346 1.894
21 H 1.798 0.529 1.297
22 O 0.349 2.610 3.493
23 H 0.356 3.207 2.736
24 H -0.130 1.847 3.160
25 O 2.884 0.026 -2.986
26 H 2.471 -0.344 -2.195
27 H 3.456 -0.662 -3.335
28 O -1.273 3.541 1.401
29 H -1.226 4.097 0.607
30 H -1.384 4.154 2.134
31 O -2.865 1.534 3.119
32 H -2.436 1.856 2.320
33 H -3.524 0.909 2.801
34 O 2.809 -0.843 3.387
35 H 1.827 -0.842 3.465
36 H 2.902 0.087 3.649
37 O 0.538 -4.782 0.483
38 H 1.171 -4.125 0.791
39 H 0.362 -4.476 -0.414
40 O -0.495 2.125 -2.286
41 H 0.359 2.081 -2.738
42 H -1.001 2.390 -3.059
43 O 3.769 -2.504 1.606
44 H 4.167 -1.869 2.210
45 H 3.461 -3.166 2.231
46 O 2.472 -2.269 -1.078
47 H 1.633 -2.268 -0.594
48 H 2.983 -1.903 -0.335
49 O -3.062 -0.145 -2.600
50 H -2.873 0.296 -3.431
51 H -3.836 0.246 -2.182
52 O -0.927 -2.716 1.291
53 H -0.947 -1.874 1.762
54 H -0.625 -3.358 1.936
55 O 0.165 -0.488 -1.542
56 H 0.286 0.151 -2.238
57 H 0.585 -0.445 -0.682


Q | Entry from the Open Molecules 2025 dataset: a 19-piece molecular cluster, H38O19 overall (ωB97M-V with the def2-TZVPD basis set).

- Total charge: 0

CARTESIAN COORDINATES (ANGSTROEM)
1 O 0.033 0.084 0.193
2 H 0.141 -0.870 0.398
3 H 0.779 0.212 -0.420
4 O -2.658 -0.361 2.118
5 H -1.746 -0.562 2.341
6 H -3.022 -1.127 1.655
7 O 1.784 -0.119 -2.026
8 H 1.320 0.285 -2.780
9 H 2.691 0.205 -1.979
10 O 0.435 -2.535 0.826
11 H 0.782 -2.964 -0.019
12 H 1.149 -2.480 1.483
13 O 4.293 0.631 -1.297
14 H 5.073 1.094 -1.657
15 H 4.475 0.458 -0.371
16 O 1.517 -1.862 -4.938
17 H 2.452 -1.791 -4.660
18 H 1.130 -2.391 -4.252
19 O -3.195 1.380 0.117
20 H -2.476 1.631 -0.500
21 H -2.821 0.856 0.856
22 O -3.951 -1.778 -0.215
23 H -4.138 -0.840 -0.416
24 H -3.474 -2.144 -0.964
25 O 0.672 1.574 3.837
26 H 0.279 1.614 4.724
27 H 0.703 2.515 3.525
28 O 4.913 0.502 2.952
29 H 3.958 0.312 2.831
30 H 5.173 -0.106 3.667
31 O -2.010 -0.850 -2.510
32 H -1.904 -0.404 -1.692
33 H -2.051 -0.258 -3.278
34 O -1.698 -2.934 2.943
35 H -1.400 -2.956 2.021
36 H -2.545 -3.396 2.980
37 O -1.086 3.209 -3.129
38 H -0.874 2.943 -2.193
39 H -1.574 4.024 -3.027
40 O 1.201 -2.322 4.592
41 H 1.623 -1.575 4.184
42 H 0.495 -2.497 3.983
43 O -0.693 2.868 -0.443
44 H -0.227 2.206 0.079
45 H -1.516 3.057 0.048
46 O 0.306 -2.631 -2.279
47 H 0.842 -1.828 -2.361
48 H -0.568 -2.320 -2.553
49 O 2.288 -0.311 2.307
50 H 1.513 0.202 2.640
51 H 2.179 -0.349 1.367
52 O -2.765 3.954 1.177
53 H -3.460 3.281 1.264
54 H -2.908 4.599 1.896
55 O 0.459 0.956 -4.104
56 H 0.366 0.265 -4.780
57 H -0.263 1.648 -4.160


So which one wins? Going from most stable to least: Q, P.


P | Entry from the Open Molecules 2025 dataset: C3H7N5 as an isolated structure (ωB97M-V with the def2-TZVPD basis set).

- Total charge: 0

CARTESIAN COORDINATES (ANGSTROEM)
1 C 0.141 0.523 0.329
2 C 1.314 -1.239 0.407
3 C -1.597 -0.824 -1.721
4 H 0.032 2.887 0.867
5 H -1.720 3.098 0.753
6 H 1.128 0.938 0.685
7 H 0.773 -2.626 1.092
8 H 2.875 -1.474 1.473
9 H -1.643 0.519 -2.186
10 H -2.295 -1.564 -2.078
11 N -0.824 2.400 1.005
12 N -0.976 1.236 0.281
13 N 0.349 -0.678 -0.332
14 N 2.490 -0.408 0.560
15 N -0.795 -1.484 -0.757


Q | Entry from the Open Molecules 2025 dataset: one molecule with the formula C3H7N5 (ωB97M-V with the def2-TZVPD basis set).

- SMILES string: N#C[C@H](N)/C(N)=N/N
- Total charge: 0

CARTESIAN COORDINATES (ANGSTROEM)
1 N 1.415 2.938 0.749
2 C 0.682 2.122 0.365
3 C -0.311 1.155 -0.160
4 N -1.628 1.263 0.530
5 C 0.238 -0.297 -0.063
6 N -0.573 -1.315 0.415
7 N 1.437 -0.514 -0.534
8 N 1.958 -1.745 -0.331
9 H -0.477 1.360 -1.225
10 H -1.950 2.228 0.423
11 H -2.315 0.697 0.044
12 H -0.373 -2.221 0.011
13 H -1.562 -1.108 0.477
14 H 1.555 -2.237 0.466
15 H 1.907 -2.326 -1.166


So which one wins? Going from most stable to least: Q, P.


P | Entry from the Open Molecules 2025 dataset: one molecule with the formula C3H7N5 (ωB97M-V with the def2-TZVPD basis set).

- SMILES string: C/C(C#N)=N/N(N)N
- Total charge: 0

CARTESIAN COORDINATES (ANGSTROEM)
1 C 0.462 2.381 -0.702
2 C 0.091 1.032 -0.176
3 C 1.178 0.195 0.443
4 N 2.177 -0.021 1.013
5 N -0.988 0.390 -0.414
6 N -0.750 -1.040 0.122
7 N -0.866 -1.391 1.441
8 N -0.078 -1.960 -0.660
9 H -0.360 3.080 -0.534
10 H 1.353 2.758 -0.193
11 H 0.666 2.309 -1.773
12 H -0.738 -2.377 1.650
13 H -1.481 -0.755 1.939
14 H -0.192 -1.717 -1.641
15 H -0.476 -2.884 -0.515


Q | Entry from the Open Molecules 2025 dataset: C3H7N5 as an isolated structure (ωB97M-V with the def2-TZVPD basis set).

- Total charge: 0

CARTESIAN COORDINATES (ANGSTROEM)
1 C -2.033 0.253 1.301
2 C 2.062 0.035 -0.941
3 C 0.634 -0.337 -1.235
4 H -1.319 1.158 1.897
5 H -3.172 0.569 0.484
6 H -2.362 -0.537 2.116
7 H -0.818 -1.307 0.943
8 H 0.503 1.703 0.974
9 H 3.086 -0.716 -1.397
10 H 1.284 -1.024 -2.949
11 N -1.043 -0.438 0.451
12 N -0.193 0.268 -0.254
13 N 0.878 0.723 0.755
14 N 2.100 0.669 0.183
15 N 0.392 -1.019 -2.329


R | Entry from the Open Molecules 2025 dataset: one molecule with the formula C3H7N5 (ωB97M-V with the def2-TZVPD basis set).

- SMILES string: C=N/N=C/N=C\NN
- Total charge: 0

CARTESIAN COORDINATES (ANGSTROEM)
1 C -2.699 1.261 -0.779
2 N -2.196 0.825 0.424
3 N -0.870 0.677 0.151
4 C 0.012 0.757 1.137
5 N 1.339 0.786 0.961
6 C 2.155 -0.062 0.357
7 N 1.749 -1.072 -0.312
8 N 0.469 -1.644 -0.107
9 H -3.771 1.576 -0.706
10 H -1.915 1.435 -1.528
11 H -0.313 0.650 2.275
12 H 3.155 0.233 0.030
13 H 2.505 -1.480 -1.012
14 H 0.452 -2.691 -0.115
15 H -0.073 -1.251 -0.777


So which one wins? Going from most stable to least: R, P, Q.


P | Entry from the Open Molecules 2025 dataset: a 2-piece molecular cluster, C4H8NO2 overall (ωB97M-V with the def2-TZVPD basis set).

- Spin multiplicity: 2
- Total charge: -2
- <S²>: 0.767

CARTESIAN COORDINATES (ANGSTROEM)
1 C 2.455 0.090 0.563
2 O 2.855 -0.521 1.695
3 C -1.184 -0.835 0.614
4 C -0.644 -0.379 -0.598
5 C -1.185 0.841 -1.340
6 O -0.859 0.866 -2.663
7 N -1.933 -0.076 1.366
8 H 1.424 0.544 0.547
9 H 2.376 -0.549 -0.355
10 H -0.952 -1.850 0.946
11 H -2.287 0.868 -1.193
12 H -0.125 -1.078 -1.247
13 H -0.761 1.699 -0.753
14 H 3.055 0.990 0.241
15 H -2.236 -0.611 2.179


Q | Entry from the Open Molecules 2025 dataset: a 2-piece molecular cluster, C4H8NO2 overall (ωB97M-V with the def2-TZVPD basis set).

- Spin multiplicity: 2
- Total charge: -2
- <S²>: 0.754

CARTESIAN COORDINATES (ANGSTROEM)
1 O -2.754 -0.381 0.844
2 C -1.945 -0.803 -0.021
3 C -0.591 -0.388 -0.261
4 C 0.794 -0.854 0.126
5 C 1.969 0.127 -0.141
6 O 3.202 -0.325 0.215
7 N -0.975 0.254 -1.434
8 H -2.394 -1.583 -0.682
9 H -0.511 1.768 1.408
10 H 0.958 -1.779 -0.466
11 H 0.764 -1.202 1.164
12 H 1.845 0.400 -1.215
13 H 1.648 1.067 0.396
14 H -1.235 1.229 -1.268
15 H -0.776 2.468 1.335


So which one wins? Going from most stable to least: P, Q.


P | Entry from the Open Molecules 2025 dataset: a 2-piece molecular cluster, C2H9N5 overall (ωB97M-V with the def2-TZVPD basis set).

- SMILES string: [H]/N=C(N)\C(N)=N/[H].N
- Total charge: 0

CARTESIAN COORDINATES (ANGSTROEM)
1 H 0.255 -1.711 1.461
2 N 0.969 -1.315 0.853
3 C 0.497 -0.880 -0.260
4 N 1.329 -0.384 -1.202
5 C -0.971 -0.714 -0.559
6 N -1.306 0.552 -0.956
7 N -1.854 -1.610 -0.382
8 H -1.477 -2.501 -0.074
9 H 0.959 0.187 -1.940
10 H 2.319 -0.435 -1.045
11 H -2.301 0.712 -1.009
12 H -0.768 1.286 -0.498
13 N 0.460 1.712 1.161
14 H -0.185 1.867 1.934
15 H 1.144 2.461 1.194
16 H 0.931 0.772 1.323


Q | Entry from the Open Molecules 2025 dataset: one molecule with the formula C2H9N5 (ωB97M-V with the def2-TZVPD basis set).

- SMILES string: CN/C(=N/N)NN
- Total charge: 0

CARTESIAN COORDINATES (ANGSTROEM)
1 C 0.520 -2.335 0.402
2 N 0.386 -1.088 1.185
3 C 0.111 0.026 0.326
4 N 0.003 -0.241 -1.017
5 N 0.208 1.044 -1.683
6 N 0.045 1.218 0.930
7 N -0.908 2.184 0.658
8 H 0.498 -3.109 1.122
9 H 1.384 -2.043 -0.325
10 H -0.442 -2.184 -0.491
11 H -0.562 -1.180 1.674
12 H -0.362 1.211 -2.657
13 H 1.196 0.661 -2.083
14 H 0.232 1.253 2.066
15 H -1.900 1.645 0.100
16 H -0.410 2.937 -0.207


So which one wins? Going from most stable to least: P, Q.